This record from OMol25 describes a cluster of 3 separate species, C17H24F6NO11P in total at a distorted geometry. The level of theory is ωB97M-V/def2-TZVPD.

Calculated values
LUMO energy, eV: -1.868
Energy relative to the best compared isomer or geometry (same formula, charge and spin), eV: 4.117
Kohn-Sham gap, eV: 7.63
Calculated total energy, eV: -67621.20543
HOMO, Ha: -0.349

Each line ends with the Mulliken charge.
Cartesian coordinates (Å):
C  1.82  1.26  -2.71  -0.2873
C  1.91  0.01  -3.72  -0.4311
O  0.82  -0.94  -3.61  -0.3501
C  0.81  -1.62  -2.33  -0.1432
C  -0.72  -1.74  -1.77  -0.1939
O  -1.70  -1.22  -2.70  -0.4272
C  -1.92  0.21  -2.46  0.0603
C  -3.20  0.48  -1.53  0.7784
C  -4.59  0.36  -1.77  -0.2615
P  -5.43  -0.14  -3.38  1.1290
N  -4.64  0.33  -4.69  -0.8018
O  -6.98  0.61  -3.34  -0.5395
O  -5.65  -1.83  -3.42  -0.5248
C  -5.24  0.75  -0.36  0.2903
O  -6.37  0.41  0.07  -0.5186
O  -4.24  1.52  0.32  -0.2664
C  -2.94  0.99  -0.03  0.2153
O  -1.90  0.98  0.66  -0.4326
H  2.35  0.94  -1.72  -0.1628
H  2.41  2.18  -3.08  0.3952
H  0.75  1.60  -2.48  0.1425
H  1.83  0.46  -4.79  0.2899
H  2.96  -0.48  -3.67  0.2638
H  1.54  -1.20  -1.55  0.1177
H  1.15  -2.71  -2.52  0.2563
H  -0.82  -1.28  -0.71  0.0689
H  -1.00  -2.86  -1.63  0.3740
H  -1.00  0.54  -1.84  -0.3859
H  -1.89  0.84  -3.42  0.4444
H  -3.79  0.81  -4.35  0.2642
H  -7.39  0.56  -4.24  0.3466
H  -6.07  -2.06  -2.54  0.3477
C  1.52  4.39  4.03  -1.2502
C  1.94  2.93  3.98  -0.2729
O  1.77  2.40  2.65  -0.0889
C  2.72  2.73  1.75  -0.0446
O  3.67  3.42  2.00  -0.5288
C  2.45  2.07  0.40  1.1546
F  1.16  2.21  0.01  -0.2167
F  2.69  0.73  0.43  -0.3109
F  3.21  2.57  -0.59  -0.2388
H  0.50  4.51  3.67  0.3134
H  1.59  4.77  5.05  0.3804
H  2.16  5.01  3.39  0.3355
H  1.30  2.34  4.64  0.3404
H  2.97  2.79  4.32  0.3657
C  2.34  -0.87  3.13  -0.5362
C  1.18  -1.80  2.85  -0.2457
O  1.64  -3.02  2.24  -0.2658
C  2.19  -3.92  3.08  0.3476
O  2.31  -3.76  4.27  -0.5130
C  2.60  -5.18  2.32  0.8508
F  3.29  -4.90  1.19  -0.2417
F  1.53  -5.91  1.95  -0.2455
F  3.39  -6.00  3.05  -0.2413
H  2.92  -0.68  2.23  0.2349
H  1.98  0.09  3.53  -0.0564
H  3.03  -1.30  3.86  0.4176
H  0.50  -1.33  2.13  0.1775
H  0.60  -2.02  3.75  0.3210